{"formula": "C3H6N2O2", "method": "wB97M-V/def2-TZVPD", "total_charge": 0, "e_lumo_ev": 0.4, "total_energy_ha": -377.8097, "orbital_gap_ha": 0.3080, "elements": ["C", "C", "C", "N", "O", "N", "O", "H", "H", "H", "H", "H", "H"], "positions_angstrom": [[0.3935, 0.9293, 0.8571], [-0.2104, 1.2312, -0.3684], [-0.0642, -1.1605, 0.0361], [1.0628, -1.5959, -0.5064], [-1.1533, 2.2075, -0.3684], [-1.1365, -1.6244, 0.3841], [-0.1552, 0.4808, -1.3939], [-1.6338, 2.1291, -1.2060], [1.5456, -2.3580, -0.0538], [1.5163, -0.9873, -1.1689], [-1.6414, -1.3175, 1.2022], [0.0529, 1.4570, 1.7375], [1.4237, 0.6088, 0.8488]], "atomic_forces_ev_per_a": [[0.4, -0.9, 0.0], [-1.3, -1.1, -1.3], [-0.3, 0.3, 1.3], [0.0, 0.2, -0.3], [0.4, 0.1, 0.0], [0.3, -0.5, 0.0], [0.4, 1.4, 0.4], [0.1, -0.1, 0.0], [-0.1, 0.1, -0.1], [0.1, -0.1, 0.1], [0.1, 0.4, -0.2], [0.0, 0.0, 0.0], [0.1, 0.1, 0.0]], "mulliken_charge": [-1.120, 0.962, 0.497, -0.341, -0.472, -0.512, -0.730, 0.324, 0.247, 0.252, 0.309, 0.299, 0.286]}

=====

{"formula": "C7H6O", "method": "wB97M-V/def2-TZVPD", "total_charge": 0, "e_lumo_ev": -0.3, "total_energy_ha": -345.4420, "smiles": "C#CC1=CC=C[C@H]1O", "orbital_gap_ha": 0.2954, "elements": ["C", "C", "C", "C", "C", "C", "C", "H", "H", "H", "H", "H", "H", "O"], "positions_angstrom": [[-0.7458, -0.4032, -0.5648], [0.2105, -0.6233, -1.7625], [1.4540, -0.2180, -1.4603], [1.4842, 0.4586, -0.1602], [0.1586, 0.3992, 0.3478], [-0.3983, 1.0306, 1.4923], [-0.8749, 1.6480, 2.4364], [-0.2685, -1.9975, 0.2588], [-1.7100, 0.0316, -0.7431], [-0.0648, -1.1154, -2.6850], [2.3190, -0.2419, -2.0954], [2.2705, 0.8445, 0.4506], [-1.1282, 1.9396, 3.4397], [-1.1435, -1.6515, -0.0747]], "atomic_forces_ev_per_a": [[1.0, 0.2, -1.5], [0.1, 0.3, 0.1], [-0.3, 0.4, -0.1], [-4.5, -0.7, 1.7], [2.2, 0.5, -0.5], [-0.2, 1.1, 1.5], [1.0, -1.4, -0.9], [-1.5, -0.3, -0.3], [-0.1, 1.1, -0.6], [-0.1, -0.1, 0.1], [0.1, -0.3, -0.2], [0.6, 0.3, -0.3], [-0.2, 0.2, -0.5], [2.0, -1.2, 1.4]], "mulliken_charge": [0.041, -0.808, -0.291, -0.401, 0.247, -0.666, -0.111, 0.391, 0.430, 0.395, 0.433, 0.461, 0.406, -0.527]}

=====

{"formula": "C22H26ClN3O4", "method": "wB97M-V/def2-TZVPD", "total_charge": 0, "e_lumo_ev": 0.7, "total_energy_ha": -1779.4326, "smiles": "CCOCCCNC(=O)[C@@H](NC(=O)c1ccc(NC(C)=O)cc1)c1ccc(Cl)cc1", "orbital_gap_ha": 0.3398, "elements": ["C", "C", "O", "C", "C", "H", "H", "C", "N", "C", "O", "C", "N", "C", "O", "C", "C", "C", "C", "C", "C", "H", "H", "N", "C", "O", "C", "H", "H", "H", "H", "H", "H", "H", "C", "C", "C", "C", "C", "C", "H", "H", "Cl", "H", "H", "H", "H", "H", "H", "H", "H", "H", "H", "H", "H", "H"], "positions_angstrom": [[5.7903, -2.8866, -2.6253], [4.4264, -3.2599, -3.1829], [3.4375, -2.7250, -2.3251], [2.1129, -3.0717, -2.6560], [1.5261, -2.2676, -3.8297], [1.8600, -2.6778, -4.7835], [0.4412, -2.3615, -3.7820], [1.9247, -0.7832, -3.7677], [1.9349, -0.2762, -2.4153], [0.8587, 0.2704, -1.8320], [-0.1629, 0.5844, -2.4090], [1.0299, 0.4939, -0.3170], [-0.1793, 1.1100, 0.1605], [-0.3153, 1.5514, 1.4321], [0.5709, 1.4281, 2.2569], [-1.6315, 2.1748, 1.7449], [-2.0862, 2.1166, 3.0595], [-3.2950, 2.6718, 3.4261], [-4.0732, 3.3199, 2.4698], [-3.6108, 3.4025, 1.1558], [-2.4065, 2.8346, 0.7948], [-2.0658, 2.9347, -0.2254], [-4.2031, 3.9202, 0.4132], [-5.3052, 3.9083, 2.7611], [-5.9872, 3.9475, 3.9465], [-5.6035, 3.4492, 4.9772], [-7.2993, 4.6965, 3.8215], [-7.1183, 5.7235, 3.5109], [-7.9403, 4.2137, 3.0866], [-7.8001, 4.6985, 4.7850], [-5.7465, 4.3613, 1.9720], [-3.6410, 2.6120, 4.4439], [-1.4680, 1.6217, 3.7930], [-0.9117, 1.1923, -0.5331], [1.3026, -0.8443, 0.3300], [2.5954, -1.2167, 0.6754], [2.8531, -2.4704, 1.1982], [1.8054, -3.3577, 1.3798], [0.5065, -2.9983, 1.0567], [0.2623, -1.7440, 0.5292], [-0.7468, -1.4596, 0.2709], [-0.3024, -3.6949, 1.2122], [2.1206, -4.9332, 2.0157], [3.8578, -2.7573, 1.4643], [3.4104, -0.5191, 0.5499], [1.8825, 1.1629, -0.1383], [2.6719, -0.6468, -1.8304], [1.2172, -0.1848, -4.3447], [2.9278, -0.6469, -4.1782], [1.5353, -2.8711, -1.7492], [2.0423, -4.1461, -2.8761], [4.3194, -4.3542, -3.2312], [4.3115, -2.8620, -4.2018], [5.8955, -3.2795, -1.6180], [5.8943, -1.8056, -2.5874], [6.5744, -3.2983, -3.2541]], "atomic_forces_ev_per_a": [[-0.4, -0.1, -0.1], [0.2, 0.0, 0.0], [0.3, 0.1, 0.0], [-0.4, -0.1, -0.1], [0.3, 0.1, 0.3], [-0.1, 0.0, -0.1], [-0.1, 0.0, 0.0], [-0.1, -0.2, -0.2], [0.2, 0.0, 0.0], [0.4, 0.2, 0.4], [-0.4, 0.0, -0.3], [-0.1, 0.1, 0.2], [0.0, -0.1, -0.5], [0.0, 0.0, -0.2], [0.2, 0.0, 0.2], [-0.2, 0.1, 0.2], [0.1, 0.0, -0.3], [-0.1, 0.0, 0.2], [0.3, -0.2, 0.0], [-0.1, 0.0, 0.1], [0.1, -0.1, 0.1], [0.0, 0.0, -0.1], [0.0, 0.1, -0.1], [0.0, 0.1, -0.4], [-0.4, 0.3, -0.2], [0.1, -0.1, 0.2], [0.0, -0.1, 0.2], [0.0, 0.1, -0.1], [-0.1, 0.0, -0.1], [0.0, 0.0, 0.0], [0.0, -0.1, 0.2], [0.0, 0.0, 0.0], [0.1, 0.0, 0.1], [0.1, 0.0, 0.1], [0.1, -0.1, 0.2], [-0.3, 0.0, 0.0], [0.0, -0.2, 0.0], [0.0, 0.2, -0.1], [0.0, 0.0, 0.0], [0.1, 0.1, 0.0], [-0.1, 0.0, 0.0], [0.0, -0.1, 0.0], [0.0, -0.2, 0.1], [0.1, -0.1, 0.0], [0.1, 0.1, 0.0], [-0.1, -0.1, -0.1], [-0.1, 0.1, 0.0], [0.2, 0.0, 0.0], [-0.1, 0.0, 0.0], [0.0, -0.1, -0.1], [0.0, 0.1, 0.1], [0.0, 0.1, 0.0], [0.0, -0.1, 0.1], [0.1, -0.1, 0.1], [0.1, 0.1, 0.0], [0.1, 0.0, 0.0]], "mulliken_charge": [-1.294, -0.254, -0.143, -0.189, -0.784, 0.373, 0.425, -0.862, -0.104, 0.450, -0.726, -0.707, -0.043, 0.305, -0.664, 0.229, -0.820, -0.480, 1.063, -0.801, -0.725, 0.485, 0.291, -0.183, 0.817, -0.601, -1.311, 0.329, 0.332, 0.352, 0.187, 0.507, 0.451, 0.342, 0.128, 0.104, -0.852, 0.473, -0.994, -0.274, 0.460, 0.438, -0.232, 0.433, 0.473, 0.538, 0.305, 0.415, 0.373, -0.168, 0.549, 0.300, 0.287, 0.291, 0.307, 0.403]}

=====

{"formula": "C2H6N2OS2", "method": "wB97M-V/def2-TZVPD", "total_charge": 0, "e_lumo_ev": 0.4, "total_energy_ha": -1060.8021, "smiles": "O/N=C(/CS)NS", "orbital_gap_ha": 0.3331, "elements": ["C", "C", "H", "H", "H", "H", "H", "H", "N", "N", "O", "S", "S"], "positions_angstrom": [[-0.7106, -1.0633, 0.5467], [0.4540, -0.2183, 0.0367], [-2.9442, -0.1299, -0.1342], [-0.9041, -0.5925, 1.5892], [-0.3953, -2.1661, 0.6490], [1.2312, 1.7881, -0.1234], [-1.3894, 2.6735, -1.2857], [3.4107, -0.9708, -0.1272], [0.2986, 1.0864, -0.3098], [1.5830, -0.8990, -0.0012], [2.7463, -0.2095, -0.4437], [-2.2504, -1.2804, -0.4437], [-1.1298, 1.9817, 0.0472]], "atomic_forces_ev_per_a": [[0.0, -0.2, 1.6], [1.9, -2.5, -0.5], [0.7, -0.8, -0.2], [-0.2, -1.2, -1.5], [0.0, 2.0, 0.1], [-3.2, -3.1, -0.8], [0.6, -1.6, 2.4], [-1.8, 2.9, -1.3], [2.9, 4.2, 0.6], [-2.1, 0.8, 0.0], [1.4, -2.6, 1.6], [0.0, 0.9, 0.3], [-0.1, 1.2, -2.2]], "mulliken_charge": [-0.720, 0.639, 0.122, 0.307, 0.271, 0.346, 0.174, 0.398, -0.322, -0.413, -0.439, -0.149, -0.213]}

=====

{"formula": "C21H25N3O6S", "method": "wB97M-V/def2-TZVPD", "total_charge": 0, "e_lumo_ev": 0.6, "total_energy_ha": -1829.1484, "smiles": "CC(=O)NCCC(=O)Nc1cc(S(=O)(=O)N2CCOCC2)ccc1Oc1ccccc1", "orbital_gap_ha": 0.3394, "elements": ["C", "C", "O", "N", "H", "C", "H", "H", "C", "C", "O", "N", "C", "C", "C", "C", "C", "C", "O", "C", "C", "C", "C", "C", "C", "H", "H", "H", "H", "H", "H", "H", "S", "O", "O", "N", "C", "H", "C", "H", "O", "C", "H", "C", "H", "H", "H", "H", "H", "H", "H", "H", "H", "H", "H", "H"], "positions_angstrom": [[3.3554, -1.3695, -1.7021], [2.3395, -0.3879, -2.2149], [1.1484, -0.6478, -2.3070], [2.8151, 0.8240, -2.5778], [3.7871, 1.0469, -2.4378], [1.9587, 1.8543, -3.1265], [1.0220, 1.3667, -3.4089], [2.4215, 2.2528, -4.0349], [1.7023, 3.0114, -2.1548], [1.3034, 2.6195, -0.7368], [1.7031, 3.2369, 0.2232], [0.4371, 1.5700, -0.6477], [0.1221, 0.9774, 0.5930], [0.4460, -0.3618, 0.7691], [0.2554, -0.9876, 1.9798], [-0.2759, -0.2990, 3.0550], [-0.6433, 1.0200, 2.8833], [-0.4649, 1.6774, 1.6607], [-0.8368, 2.9790, 1.6319], [-1.2448, 3.5830, 0.4686], [-2.0147, 2.9279, -0.4858], [-2.4300, 3.6112, -1.6149], [-2.0931, 4.9420, -1.7931], [-1.3460, 5.5974, -0.8273], [-0.9223, 4.9250, 0.3028], [-0.3264, 5.4106, 1.0580], [-1.0863, 6.6372, -0.9580], [-2.4171, 5.4683, -2.6783], [-3.0237, 3.0981, -2.3569], [-2.2902, 1.8935, -0.3398], [-1.0718, 1.5875, 3.6944], [-0.3871, -0.8008, 4.0018], [0.7959, -2.6799, 2.1283], [1.7748, -2.9345, 1.1024], [1.1543, -2.9572, 3.4867], [-0.6311, -3.5232, 1.8081], [-0.9749, -3.5466, 0.4004], [-0.9862, -2.5210, 0.0312], [-2.3607, -4.1797, 0.2516], [-2.6173, -4.2970, -0.8023], [-2.4046, -5.4684, 0.8143], [-2.0556, -5.4387, 2.1793], [-2.0988, -6.4714, 2.5280], [-0.6543, -4.8607, 2.3733], [-0.3988, -4.7754, 3.4287], [0.0817, -5.5064, 1.8726], [-2.7804, -4.8276, 2.7371], [-3.1029, -3.5326, 0.7436], [-0.2330, -4.1234, -0.1691], [0.8811, -0.9195, -0.0434], [0.3805, 0.9223, -1.4304], [2.5963, 3.6305, -2.0583], [0.9038, 3.6411, -2.5546], [4.2875, -0.8847, -1.4276], [3.5504, -2.1084, -2.4779], [2.9496, -1.9011, -0.8408]], "atomic_forces_ev_per_a": [[-0.1, -0.1, 0.1], [0.4, 0.1, 0.0], [-0.3, -0.4, -0.1], [0.2, 0.3, 0.0], [0.0, -0.2, 0.0], [-0.3, 0.2, 0.0], [0.2, 0.1, -0.1], [-0.1, -0.1, 0.1], [0.1, -0.1, 0.0], [0.2, 0.0, -0.5], [0.1, 0.1, 0.3], [0.0, -0.4, 0.0], [0.0, 0.2, 0.3], [0.0, 0.0, 0.0], [0.2, -0.5, -0.1], [-0.1, 0.0, 0.1], [0.0, 0.1, -0.1], [0.1, -0.6, -0.1], [0.1, 0.1, 0.2], [-0.4, 0.4, -0.4], [-0.1, 0.0, 0.3], [0.0, 0.0, 0.0], [0.0, 0.1, -0.1], [0.0, 0.0, -0.1], [0.0, -0.3, 0.2], [0.1, 0.0, 0.1], [0.0, 0.1, 0.0], [0.0, 0.0, -0.1], [-0.1, 0.0, -0.1], [0.0, -0.1, 0.0], [0.0, 0.1, 0.1], [-0.1, 0.0, 0.2], [-0.4, 0.2, -0.1], [-0.2, 0.1, -0.1], [-0.2, 0.0, 0.2], [0.7, 0.6, 0.3], [-0.3, -0.1, -0.5], [-0.1, 0.0, -0.2], [0.1, 0.3, 0.0], [0.0, 0.1, 0.1], [0.0, -0.2, -0.1], [0.3, 0.1, 0.2], [0.0, 0.1, 0.1], [-0.1, -0.5, 0.3], [-0.1, -0.2, 0.0], [-0.1, 0.0, 0.1], [0.0, -0.1, 0.0], [0.0, 0.0, -0.1], [-0.1, 0.1, 0.0], [0.1, 0.0, -0.2], [0.0, 0.2, 0.0], [-0.1, 0.0, 0.1], [0.0, 0.1, 0.0], [0.1, 0.0, 0.0], [0.0, 0.0, -0.1], [0.0, 0.0, 0.0]], "mulliken_charge": [-1.003, 0.878, -0.701, -0.129, 0.238, -0.982, 0.417, 0.437, -0.526, 0.436, -0.612, 0.181, -0.301, 0.019, -0.182, -0.630, -1.079, 0.384, -0.427, 0.415, -0.040, -0.648, -0.541, -0.551, -0.569, 0.434, 0.379, 0.405, 0.409, 0.433, 0.513, 0.523, 1.242, -0.651, -0.757, 0.070, -0.193, 0.255, -0.827, 0.350, -0.380, -0.600, 0.356, -0.562, 0.425, 0.317, 0.335, 0.377, 0.283, 0.530, 0.469, 0.370, 0.145, 0.375, 0.313, 0.181]}

=====

{"formula": "C12H22N2", "method": "wB97M-V/def2-TZVPD", "total_charge": 0, "e_lumo_ev": 0.8, "total_energy_ha": -579.7698, "smiles": "CN/N=C/C=C(\\C=C(C)C)C(C)(C)C", "orbital_gap_ha": 0.3002, "elements": ["C", "C", "C", "C", "C", "C", "C", "C", "C", "C", "C", "C", "N", "N", "H", "H", "H", "H", "H", "H", "H", "H", "H", "H", "H", "H", "H", "H", "H", "H", "H", "H", "H", "H", "H", "H"], "positions_angstrom": [[0.0409, -1.0901, -1.0869], [-0.0010, 1.1215, 0.3334], [1.2884, -1.7941, -0.8557], [-0.6452, 0.0363, -0.5889], [0.0277, 1.0076, 1.6525], [-0.4918, -0.3198, 2.3451], [0.7016, 2.0630, 2.4760], [-2.6967, 1.5258, -0.1846], [-2.8097, -0.6681, -1.3178], [-1.4885, 1.2933, -2.3819], [4.6673, -1.6794, 0.3442], [-1.9654, 0.4733, -1.0557], [2.3175, -1.3267, -0.2130], [3.4098, -2.1758, 0.0049], [-0.6765, -1.6229, -1.7602], [0.4349, 1.9502, -0.2608], [1.5411, -2.7723, -1.3003], [-0.4834, -1.0460, 1.4816], [-1.5042, -0.1536, 2.6368], [0.1186, -0.6359, 3.1164], [-0.1608, 2.3035, 3.0578], [0.9722, 2.8916, 1.7485], [1.5139, 1.6705, 2.9756], [-3.7858, 1.6225, -0.5425], [-2.7752, 1.1108, 0.8675], [-2.3064, 2.6146, -0.0872], [-2.6396, -1.1064, -2.3098], [-3.9398, -0.5429, -1.3282], [-2.5119, -1.3849, -0.5929], [-1.0359, 2.2156, -1.9472], [-2.3796, 1.5397, -2.9667], [-0.7868, 0.6456, -2.8848], [5.0857, -1.2499, -0.5363], [4.3840, -0.9805, 1.1613], [5.2832, -2.4709, 0.5871], [3.2975, -3.0653, -0.5871]], "atomic_forces_ev_per_a": [[-3.5, 1.4, 0.2], [-0.2, -1.8, -1.7], [2.6, 0.5, 0.7], [4.3, -0.4, 1.6], [1.0, -1.7, -0.2], [-0.1, 1.7, -4.2], [-2.2, 0.9, -3.0], [-1.4, 0.5, 1.4], [-2.9, -1.7, -1.7], [-1.1, -0.1, 1.8], [-1.6, 2.3, -0.1], [0.7, 3.7, -2.0], [0.5, -0.1, 0.6], [-4.9, -2.9, -2.2], [1.1, 0.0, 0.4], [-0.2, -0.3, 0.8], [-1.2, 0.0, -0.2], [-0.1, 0.3, 1.3], [-0.8, -0.1, 0.6], [1.2, -0.6, 1.6], [0.1, 1.1, 1.4], [-0.1, -0.7, 1.3], [1.7, -0.5, 1.4], [1.6, -0.2, 0.3], [0.0, 0.6, -1.0], [-0.2, -2.1, -0.4], [0.3, 0.0, 0.2], [1.4, 0.3, 0.4], [-0.5, -1.1, 0.6], [-0.1, -0.6, -0.9], [0.2, 0.1, -0.1], [0.1, 0.3, -0.5], [0.9, 1.3, -0.4], [1.3, -0.1, -0.4], [1.2, -1.6, 1.2], [0.7, 1.6, 1.1]], "mulliken_charge": [0.183, -0.452, -1.099, -0.096, 0.908, -1.265, -1.350, -1.475, -1.807, -1.564, -0.709, 1.931, 0.004, -0.251, 0.130, 0.211, 0.367, 0.198, 0.352, 0.481, 0.332, 0.283, 0.367, 0.386, 0.311, 0.250, 0.379, 0.324, 0.451, 0.374, 0.427, 0.391, 0.292, 0.200, 0.321, 0.215]}